Entry from OMol25: a structure of composition C36H28BCl4N6O2Pd (ωB97M-V/def2-TZVPD).

Energy relative to the best compared isomer or geometry (same formula, charge and spin), eV: 0.487
Frontier orbital gap, eV: 4.862
Energy, Ha: -3861.04145
Net charge: +1

Structure (XYZ):
```
78
Properties=species:S:1:pos:R:3:lowdin_charge:R:1
Pd 0.005 -0.001 -0.228 1.09
Cl -0.474 -4.964 -1.466 0.81
Cl -4.958 -0.475 -1.473 0.81
Cl -3.490 -5.658 -2.063 0.80
Cl -5.654 -3.492 -2.068 0.80
O -0.243 -2.104 -0.729 0.02
O -2.101 -0.249 -0.721 0.02
N 1.980 0.098 -0.286 -0.01
N 2.610 0.847 0.652 0.06
N 0.873 2.594 0.660 0.06
N 0.111 1.972 -0.274 -0.01
N 0.084 0.079 2.231 0.08
N 1.007 0.984 2.615 0.01
C -0.136 4.155 -0.520 0.05
C 1.266 -2.217 -4.001 -0.08
C 2.639 -1.419 -2.180 -0.16
C -2.990 -2.979 2.222 -0.07
C -1.719 -3.809 -1.441 -0.64
C -1.419 2.644 -2.149 -0.16
C -1.358 -2.447 -1.067 -0.31
C 4.160 -0.160 -0.542 0.05
C 2.906 -0.516 -1.038 -0.19
C 2.200 -3.201 -4.292 -0.08
C -3.008 -4.079 -1.709 -0.67
C 3.936 0.718 0.499 -0.24
C -2.444 -1.363 -1.065 -0.30
C -0.433 -0.430 3.347 -0.22
C -1.337 1.502 -2.937 -0.06
C 3.370 -3.271 -3.549 -0.06
C 0.751 3.921 0.513 -0.24
C -3.805 -1.722 -1.445 -0.64
C 1.491 -1.331 -2.958 -0.06
C -3.293 3.376 -3.488 -0.06
C 4.926 1.417 1.370 0.00
C 0.173 0.163 4.470 0.03
C -1.491 -1.465 3.373 -0.14
C 2.012 1.966 4.708 -0.01
C -4.075 -3.010 -1.710 -0.67
C -2.236 1.280 -3.968 -0.08
C -3.228 2.211 -4.238 -0.08
C -2.007 -1.921 4.583 -0.02
C 1.463 4.904 1.381 0.00
C 3.589 -2.383 -2.507 -0.02
C 1.086 1.058 3.964 -0.26
C -3.499 -3.423 3.434 -0.08
C -0.504 2.905 -1.017 -0.19
C -3.001 -2.889 4.612 -0.07
C -2.392 3.593 -2.457 -0.02
C -1.999 -2.011 2.201 -0.03
B 1.810 1.785 1.590 -0.49
H 2.542 2.511 2.190 0.12
H -1.634 -1.519 5.515 0.11
H 0.791 -0.532 -2.778 0.06
H -0.437 5.117 -0.901 0.12
H 2.024 -3.900 -5.098 0.11
H 5.929 1.084 1.115 0.09
H -4.273 -4.179 3.457 0.11
H 1.134 5.910 1.132 0.09
H 0.368 -2.131 -4.601 0.11
H 5.119 -0.464 -0.928 0.12
H -1.583 -1.652 1.276 0.05
H -2.155 0.385 -4.574 0.11
H -3.939 2.036 -5.036 0.11
H 4.877 2.498 1.239 0.09
H -0.019 -0.030 5.512 0.11
H 1.255 4.721 2.435 0.08
H -3.389 -3.228 5.564 0.11
H -3.375 -3.397 1.297 0.09
H -0.532 0.805 -2.772 0.06
H 4.500 -2.456 -1.926 0.11
H 1.823 3.015 4.480 0.08
H -4.050 4.119 -3.703 0.11
H 2.543 4.849 1.240 0.09
H -2.461 4.499 -1.869 0.11
H 1.867 1.820 5.777 0.09
H 3.058 1.758 4.476 0.08
H 4.115 -4.022 -3.779 0.11
H 4.746 1.200 2.423 0.08
```